Entry 1:
Formula: CH4NO3S
Source: the OMol25 dataset
Level of theory: the ωB97M-V functional and the def2-TZVPD basis

Positions of all 10 atoms, in Å:
N: 1.42 2.46 -0.66
O: -0.65 1.54 -1.66
S: 0.61 1.21 -1.08
H: -1.39 -0.22 -0.26
H: -1.04 -1.01 1.31
H: -0.09 -1.25 -0.28
C: -0.63 -0.53 0.40
H: 2.01 2.15 0.05
O: 0.17 0.65 0.45
O: 1.40 0.12 -1.66

## Properties
SMILES: CO[S@](=N)(=O)[O-]
total charge: -1
relative energy (zero: lowest compared OMol25 entry of this formula, charge and spin): 94.18 kJ/mol
frontier orbital gap: 8.121 eV
highest occupied orbital energy: -3.98 eV

Löwdin atomic charge list, values in e, 2 entries: number 1, N, carries -0.241; number 2, O, carries -0.354



Entry 2:
Formula: C7H6NdO6S
Source: the OMol25 dataset
Level of theory: the ωB97M-V functional and the def2-TZVPD basis

Positions of all 21 atoms, in Å:
H: -3.41 1.18 0.92
O: 4.55 -1.24 -2.69
Nd: 1.44 -0.08 -0.64
C: 1.41 1.90 -1.66
S: -1.17 0.69 0.60
C: 3.69 -0.92 -2.12
C: 2.73 0.79 0.98
H: -2.75 -1.11 0.84
O: 1.31 2.95 -2.15
H: -1.30 -1.74 0.05
O: -0.77 -1.33 -2.88
O: -1.43 1.32 -0.76
H: -1.27 -1.42 1.81
C: -1.67 -1.10 0.84
O: 1.27 -3.01 1.12
O: 3.35 1.26 1.86
H: -2.34 2.44 1.54
C: 0.05 -0.92 -2.15
H: -2.55 0.94 2.49
C: -2.52 1.38 1.50
C: 1.39 -2.01 0.49

## Properties
total charge: +3
spin multiplicity: 4
relative energy (zero: lowest compared OMol25 entry of this formula, charge and spin): 622.95 kJ/mol
<S²>: 3.75
frontier orbital gap (alpha / beta): 5.648 / 5.866 eV
highest occupied orbital energy (alpha / beta): -21.25 / -21.30 eV

Löwdin atomic charge list, values in e, 2 entries: number 1, H, carries 0.103; number 2, O, carries 0.257



| no. | energy (eV) | largest force on an atom (eV/A) |
| --- | --- | --- |
| 1 | -19569.756 | 3.3 |
| 2 | -45714.200 | 13.6 |